No. 1
Formula: C5H11N2O
Source: the Open Molecules 2025 dataset
Level of theory: ωB97M-V with the def2-TZVPD basis set

Structure (XYZ):
```
19
Properties=species:S:1:pos:R:3:mulliken_charge:R:1
C -0.05211 -0.85410 -0.00202 0.43
C 0.56965 3.24104 1.44448 0.31
C 1.07754 -2.86492 -0.88951 -1.04
C -1.31340 -2.37911 -1.40749 -1.23
C -0.07351 -1.88415 -0.69248 0.47
N 0.39142 3.65803 0.25122 -0.25
N -0.30606 2.44395 2.01879 -0.27
O -0.17817 0.21989 0.49993 -0.54
H 1.97812 -2.60258 -0.09779 0.30
H 0.59312 -3.87254 -0.65493 0.30
H 1.50301 -2.89976 -1.89733 0.29
H -2.25687 -2.06083 -0.98309 0.37
H -1.31703 -2.22951 -2.49031 0.29
H -1.30447 -3.42772 -1.16397 0.35
H 1.52043 3.50416 1.98784 0.34
H 0.99060 4.24722 -0.13932 0.20
H -0.39743 3.38740 -0.31682 0.22
H -0.25249 2.19432 2.99755 0.24
H -1.17236 2.17921 1.53524 0.23
```

Computed properties:
- Net charge: +1
- Energy relative to the best compared isomer or geometry (same formula, charge and spin): 235.62 kJ/mol
- Highest occupied orbital energy: -11.7 eV
- Orbital gap: 8.40 eV
- Maximum force: 5.30 eV/Å

=====

No. 2
Formula: C24H26Cl2O14
Source: the Open Molecules 2025 dataset
Level of theory: ωB97M-V with the def2-TZVPD basis set

Structure (XYZ):
```
66
Properties=species:S:1:pos:R:3:mulliken_charge:R:1
Cl -3.10705 3.68723 -2.55359 -0.23
C -3.48273 2.15103 -1.70578 1.69
C -4.66158 2.33436 -0.73541 -0.35
Cl -6.23502 2.45114 -1.55281 -0.17
H -2.47655 1.87570 -1.38973 -1.25
H -3.73188 1.33527 -2.38442 -0.22
H -4.63336 3.28862 -0.20941 0.45
H -4.60392 1.44802 -0.10360 0.21
C -0.99987 -0.21353 -2.27576 -1.50
O 0.38644 0.04110 -2.55016 -0.17
C 0.78312 1.36465 -2.23217 -0.84
C 1.77420 1.52072 -1.09912 -0.76
O 1.48725 0.78044 0.09039 0.23
C 0.38026 1.17834 0.87519 -0.27
H -1.35820 -1.00837 -2.92992 0.96
H -1.57758 0.66726 -2.55604 1.14
H -1.27007 -0.40747 -1.23774 0.79
H -0.10435 1.99517 -2.17784 0.39
H 1.29603 1.77508 -3.10198 0.42
H 2.05692 2.55874 -0.92399 0.51
H 2.71541 1.11491 -1.46998 0.24
H 0.26913 0.37750 1.60622 0.00
H -0.49084 1.25627 0.22463 -0.10
H 0.41746 2.14239 1.38246 0.34
C -4.98057 -1.37306 0.08151 -1.13
C -5.39121 -1.00666 -1.17758 0.21
C -4.43302 -0.66511 -2.27044 1.15
O -4.72011 -0.07894 -3.35085 -0.65
C -3.03635 -0.90803 -1.90369 -1.00
C -2.64070 -1.41141 -0.67359 0.19
C -3.55448 -1.64084 0.38671 1.15
O -3.19069 -2.04012 1.50947 -0.65
O -1.32943 -1.60382 -0.38121 -0.19
O -6.63980 -0.78683 -1.54754 -0.58
H -5.77873 -1.58339 0.77800 0.48
H -2.22164 -0.77540 -2.60015 -0.72
H -1.24701 -1.46408 0.56498 0.06
H -6.65342 -0.53556 -2.47397 0.41
C 2.90772 1.07976 4.67441 -1.12
C 3.98919 0.89299 3.81419 0.03
C 3.79294 0.46450 2.40488 1.23
O 4.67950 0.44936 1.55945 -0.72
C 2.45521 0.09220 2.05456 0.95
C 1.39307 0.15776 2.92021 -0.49
C 1.57009 0.69025 4.31988 0.45
O 0.61440 0.78661 5.09900 -0.65
O 0.15149 -0.27470 2.61508 -0.35
O 5.28868 1.12851 4.05438 -0.57
H 2.92076 1.39871 5.70616 0.43
H 2.18464 -0.44117 1.15527 -0.02
H -0.43550 -0.06610 3.34552 0.37
H 5.71286 0.83391 3.24513 0.39
C 2.42343 -2.64103 0.37023 -0.71
C 1.92201 -1.97554 -0.69439 0.47
C 2.78955 -1.09997 -1.56792 0.01
O 2.40534 -0.48702 -2.58443 -0.65
C 4.07362 -0.89655 -0.99126 -0.17
C 4.54544 -1.46163 0.15394 0.31
C 3.82536 -2.47057 0.94913 0.73
O 4.23080 -3.21263 1.85723 -0.65
O 5.92303 -1.44793 0.37768 -0.58
O 0.60789 -2.04651 -1.14987 -0.59
H 1.78562 -3.39264 0.81145 0.48
H 4.73581 -0.21670 -1.50670 0.49
H 5.97709 -2.14433 1.03623 0.38
H 0.51400 -1.54114 -1.96066 0.33
```

Computed properties:
- Energy relative to the best compared isomer or geometry (same formula, charge and spin): 994.39 kJ/mol
- Highest occupied orbital energy: -9.3 eV
- Orbital gap: 6.89 eV
- Maximum force: 6.47 eV/Å

=====

No. 3
Formula: C18H38IN3O10PS
Source: the Open Molecules 2025 dataset
Level of theory: ωB97M-V with the def2-TZVPD basis set

Structure (XYZ):
```
72
Properties=species:S:1:pos:R:3:mulliken_charge:R:1
N 5.82268 -4.48600 -4.22983 -0.73
P 5.36015 -3.00872 -3.81614 0.37
C 4.36772 -2.08380 -5.15588 -0.73
C 4.19221 -0.60286 -4.44326 -0.75
C 2.68561 -0.23890 -4.84017 -0.36
N 2.03661 -1.61427 -4.79368 0.26
N 0.64223 -1.64953 -4.89516 -0.74
C 2.86833 -2.63062 -5.51503 0.48
S 2.83032 -2.29982 -7.37424 -0.10
C 2.66920 -4.18098 -5.21193 -0.86
C 1.19933 -4.73166 -5.48378 0.15
O 0.37123 -4.25531 -6.26633 -0.44
I 0.63248 -6.54708 -4.37140 0.08
H 5.43858 -4.66501 -5.17289 0.23
H 4.58500 -3.05159 -2.59031 0.10
H 6.54892 -2.20900 -3.60899 0.14
H 5.09369 -1.92253 -6.01024 0.47
H 5.04733 0.00478 -4.86930 0.34
H 4.16053 -0.78342 -3.31150 0.38
H 2.62348 0.31912 -5.83312 0.32
H 2.11369 0.47062 -4.13784 0.37
H 2.21774 -1.85952 -3.79303 0.53
H 0.31416 -1.52684 -5.86347 0.28
H 0.21167 -0.97438 -4.24937 0.23
H 3.85009 -1.40392 -7.67075 0.21
H 3.37642 -4.80583 -5.86920 0.29
H 2.92657 -4.44710 -4.12287 0.49
C -3.22410 -0.66770 -2.61161 -1.16
C -2.43519 0.42738 -1.91853 -0.11
O -2.46850 1.64389 -2.67413 -0.32
C -3.60732 2.35102 -2.57768 0.71
O -4.57187 2.05737 -1.91940 -0.53
O -3.49312 3.43062 -3.36678 -0.35
C -4.68018 4.22204 -3.43702 -0.63
H -2.87879 -0.79593 -3.64158 0.30
H -3.11838 -1.61572 -2.08010 0.34
H -4.28623 -0.42083 -2.66200 0.37
H -1.38518 0.12863 -1.85136 0.22
H -2.78758 0.59534 -0.89772 0.34
H -5.03416 4.49620 -2.44196 0.30
H -5.45437 3.68163 -3.98543 0.29
H -4.44113 5.13509 -3.98237 0.23
C 1.09979 1.15748 4.30338 -1.20
C -0.24500 1.25082 3.60782 0.12
O -0.25819 0.47021 2.40370 -0.32
C -0.39655 -0.85151 2.57684 0.70
O -0.51589 -1.42395 3.62979 -0.54
O -0.35038 -1.43648 1.36559 -0.26
C -0.38402 -2.86257 1.41320 -0.69
H 1.90685 1.42287 3.61554 0.32
H 1.13471 1.82425 5.16698 0.38
H 1.29737 0.14004 4.64764 0.31
H -0.42709 2.28666 3.31237 0.29
H -1.06330 0.95609 4.26932 0.08
H -1.23641 -3.22090 1.99258 0.32
H 0.55129 -3.24228 1.82997 0.31
H -0.48295 -3.22911 0.39067 0.20
C -1.01050 4.76417 9.93609 -1.09
C -2.35496 4.85196 9.23884 -0.16
O -2.36563 4.07113 8.03634 -0.35
C -2.50001 2.74833 8.20994 0.73
O -2.61794 2.17628 9.26395 -0.54
O -2.45247 2.16370 7.00016 -0.31
C -2.48258 0.73779 7.04788 -0.70
H -0.20369 5.03137 9.24876 0.29
H -0.97859 5.43233 10.79885 0.35
H -0.81002 3.74800 10.28202 0.31
H -2.54103 5.88656 8.94087 0.29
H -3.17321 4.55508 9.90011 0.31
H -3.33374 0.37622 7.62718 0.37
H -1.54602 0.36135 7.46483 0.33
H -2.57972 0.36926 6.02619 0.18
```

Computed properties:
- Net charge: +1
- Highest occupied orbital energy: -11.9 eV
- Orbital gap: 8.40 eV
- Maximum force: 4.35 eV/Å

=====

No. 4
Formula: C32H37FN4O3PTl
Source: the Open Molecules 2025 dataset
Level of theory: ωB97M-V with the def2-TZVPD basis set

Structure (XYZ):
```
79
Properties=species:S:1:pos:R:3:mulliken_charge:R:1
Tl -0.37503 -1.13445 -0.58428 0.74
C -2.46687 -5.48729 -2.58306 -0.99
N -3.49072 -4.47766 -2.27686 0.16
C -4.82792 -4.73652 -2.73588 -1.10
C -3.17609 -3.55902 -1.33810 0.50
O -2.02733 -3.48895 -0.82896 -0.61
C -4.28798 -2.55999 -0.97456 -0.62
O -3.76562 -1.27186 -0.66336 -0.46
C -3.61707 -0.95384 0.68888 -0.88
C -3.04086 0.47165 0.65857 0.70
O -2.00291 0.66157 -0.05229 -0.66
N -3.67583 1.46789 1.27583 0.20
C -3.18427 2.78391 0.86745 -0.99
C -4.50765 1.41060 2.46810 -1.01
H -2.36902 -6.16484 -1.72135 0.34
H -1.47902 -5.00751 -2.72783 0.28
H -2.66677 -6.09026 -3.50583 0.40
H -4.86681 -5.79436 -3.05900 0.41
H -5.02756 -4.18863 -3.66428 0.29
H -5.54929 -4.56464 -1.93082 0.41
H -4.88992 -2.97335 -0.12932 0.28
H -4.91622 -2.47712 -1.86041 0.46
H -2.92363 -1.64408 1.19337 0.32
H -4.55915 -0.91916 1.23774 0.65
H -2.38331 3.04240 1.57429 0.38
H -3.98060 3.50925 0.97558 0.44
H -2.81916 2.74705 -0.20943 0.16
H -4.20804 0.48817 2.95908 0.37
H -5.56681 1.34747 2.14323 0.27
H -4.28208 2.28792 3.10628 0.40
N 2.25189 2.81648 -1.19116 -0.22
P 2.45249 1.37909 -0.24722 0.69
C 3.72657 2.16378 0.89337 0.15
C 3.29926 2.53270 2.14084 -0.38
C 4.10836 3.40423 2.90957 -0.48
C 5.43588 3.59905 2.60190 -0.53
C 5.91734 3.00925 1.40208 -0.51
C 5.06808 2.39030 0.48482 -0.68
C 3.49005 0.30863 -1.32228 0.41
C 2.95948 0.03650 -2.59109 -0.40
C 3.68645 -0.75079 -3.50285 -0.56
C 4.95500 -1.15148 -3.16237 -0.46
C 5.44244 -0.97658 -1.85695 -0.52
C 4.67587 -0.37094 -0.87388 -0.79
C 1.16898 3.09945 -1.97655 0.51
C 1.24951 4.29898 -2.73019 -0.84
C 0.24500 4.58428 -3.61204 -0.38
C -0.91474 3.73002 -3.60343 -0.63
C -0.90470 2.64620 -2.78355 -0.56
N 0.19743 2.23957 -2.10692 0.09
H 2.70969 3.65726 -0.87562 0.31
H 2.28710 2.38578 2.44875 0.38
H 3.68983 3.78456 3.82790 0.39
H 6.16347 4.03427 3.29384 0.35
H 6.97966 3.14056 1.16946 0.35
H 5.38711 2.19406 -0.54794 0.47
H 1.98887 0.43176 -2.88006 0.38
H 3.25418 -0.98268 -4.51001 0.36
H 5.53744 -1.66991 -3.93602 0.34
H 6.41722 -1.38796 -1.61966 0.41
H 4.97286 -0.24130 0.16851 0.60
H 2.12189 4.92328 -2.60119 0.42
H 0.38477 5.40201 -4.32209 0.37
H -1.78121 4.00120 -4.22955 0.37
H -1.72959 1.96116 -2.74223 0.49
F -0.63695 -0.13290 6.30681 -0.37
C -0.38230 -0.76110 5.13196 0.50
C -1.34516 -1.64712 4.63294 -0.75
C -1.05856 -2.29484 3.46931 -0.43
C 0.23268 -2.09689 2.75345 1.00
C 0.50712 -2.83018 1.57886 -1.95
C 1.05803 -1.04993 3.25738 -0.28
C 0.78520 -0.45361 4.47077 -0.61
H -2.30669 -1.81137 5.13386 0.44
H -1.72758 -3.09036 3.07026 0.30
H -0.08770 -3.74555 1.49767 0.30
H 1.57387 -2.85224 1.34930 0.45
H 1.91241 -0.83022 2.63082 0.27
H 1.51522 0.24917 4.89765 0.42
```

Computed properties:
- Energy relative to the best compared isomer or geometry (same formula, charge and spin): 0.00 kJ/mol
- Highest occupied orbital energy: -4.7 eV
- Orbital gap: 5.02 eV
- Maximum force: 2.97 eV/Å